1.
C4H11LaO3 | ωB97M-V with the def2-TZVPD basis set

Structure (XYZ):
```
19
Properties=species:S:1:pos:R:3:mulliken_charge:R:1
H -0.51017 2.08436 -1.10188 0.347
C -0.04787 1.85424 0.96145 -0.358
H -0.75898 1.59653 3.52906 0.346
H -1.04587 2.25997 1.18748 0.362
O 0.41085 -3.13361 -1.91664 -0.510
H 1.06758 1.31121 -0.78784 0.310
H -1.12091 -1.83522 -2.89859 0.261
H 0.32594 -4.05332 -2.17695 0.324
C -0.11601 -2.26974 -3.01092 -0.601
O 0.18237 0.76880 1.87823 -0.340
H -0.29807 -2.99262 -3.81579 0.329
La -0.46821 -1.35154 0.90738 1.928
H 1.01431 1.86179 3.42719 0.283
C 0.00765 1.33871 -0.47120 -0.365
H 0.74174 2.59910 1.13296 0.395
O -0.58021 0.08288 -0.61562 -0.577
H 0.61442 -1.50821 -3.32472 0.247
C 0.20278 1.14474 3.25180 -0.694
H 0.37867 0.24192 3.84460 0.314
```

Computed properties:
- LUMO level: -9.2343 eV
- Total charge: +2
- Molar mass: 246.0 g mol⁻¹
- E_tot: -11311.198 eV

2.
C2H16HfO7 | ωB97M-V with the def2-TZVPD basis set

Structure (XYZ):
```
26
Properties=species:S:1:pos:R:3:mulliken_charge:R:1
O -11.18287 -13.19253 -25.14580 -0.534
O -12.08495 -14.37426 -20.50550 -0.537
H -13.32787 -17.07684 -21.72339 0.282
C -12.36041 -15.78261 -24.04988 -0.720
O -14.02709 -12.31772 -24.36570 -0.570
C -9.90088 -18.98270 -22.67739 -0.684
H -12.05662 -15.95847 -25.09389 0.386
H -12.82711 -14.33215 -21.14690 0.355
O -8.99331 -15.87704 -23.14783 -0.474
H -10.29888 -12.86442 -25.32619 0.312
H -8.85705 -15.05567 -23.62444 0.299
H -9.21778 -19.60438 -22.21596 0.342
O -12.69652 -16.73006 -21.15308 -0.389
H -13.07937 -14.99388 -24.17699 0.116
Hf -10.70277 -16.00228 -21.37486 1.756
O -11.47944 -15.42556 -23.03821 0.027
H -9.76515 -18.71717 -23.74389 0.316
H -10.97664 -14.09885 -24.95942 0.235
O -10.32362 -17.83737 -21.90723 -0.709
H -13.15897 -16.67623 -20.28068 0.386
H -10.75721 -19.64360 -22.59533 0.289
H -13.59440 -12.89673 -25.00345 0.317
H -8.12675 -16.28983 -23.17476 0.310
H -12.09547 -13.52360 -20.14096 0.324
H -12.93380 -16.65841 -23.68195 0.280
H -14.22029 -12.99014 -23.71940 0.285
```

Computed properties:
- LUMO level: -9.2432 eV
- Total charge: +2
- Molar mass: 330.6 g mol⁻¹
- Relative energy (zero: lowest compared OMol25 entry of this formula, charge and spin): 384.4 kJ/mol
- E_tot: -17956.629 eV